No. 1
# C24H48I2O7Si

A cluster of 3 separate species, C24H48I2O7Si in total in a non-equilibrium geometry (ωB97M-V/def2-TZVPD, OMol25).

The calculation puts the energy above the lowest of the compared OMol25 structures with the same formula, charge and spin at 0.00 kcal/mol. The calculation puts the orbital gap at 9.883 eV. Its SMILES is CCCCCCCCCCCCCC[Si@@H](I)CC(=O)I.CCOC(=O)OC.CCOC(=O)OC.

The geometry in ORCA input format:
```
! wB97M-V def2-TZVPD RIJCOSX def2/J DEFGRID3
* xyz 0 1
C -0.75 3.64 1.87
C 2.37 -0.24 0.71
H -2.75 2.58 4.54
O -0.38 -5.92 -0.32
O 1.06 -4.25 0.19
H -0.37 2.94 5.16
C 0.25 -6.78 0.66
H 1.36 -2.67 -6.36
I 1.67 -3.96 5.34
H -1.49 0.78 -1.62
I 2.11 1.80 3.58
H 1.90 0.10 -3.24
H 4.08 -0.66 2.86
H -0.23 0.51 -0.44
H -2.61 4.67 6.17
H 0.89 2.44 -2.22
O -0.19 -1.53 -5.57
H 1.29 -0.50 -1.71
H 1.33 -6.65 0.59
H -1.49 2.13 -7.02
C -1.00 2.51 -0.44
C -0.60 1.24 -1.18
C -0.48 -0.87 -6.69
H -1.36 -6.61 2.08
C 1.64 0.41 -2.22
H -0.71 -2.31 -2.40
Si 2.67 -0.33 2.54
H -0.20 -3.51 -6.24
H 0.56 -1.56 2.80
O -0.21 -1.24 -7.81
C -1.65 3.20 7.42
H 0.00 -5.51 2.38
H -0.15 -2.09 -0.73
H 3.82 1.33 0.37
H 0.00 1.33 -3.25
H 0.16 -7.23 2.74
H 0.02 4.09 2.50
H -1.14 1.80 2.91
H 0.72 -3.13 -4.76
H -2.62 -0.28 -8.54
C 2.83 1.04 -0.01
H -0.43 4.57 4.52
C -0.07 2.88 0.73
H -2.03 2.41 -0.08
C 1.45 -1.90 4.66
H 0.37 1.97 1.15
C -1.40 1.14 -7.47
C -1.60 4.28 6.33
H -3.50 0.67 -7.33
H -0.01 -7.78 0.32
H -3.00 1.41 -8.86
C -1.04 3.79 4.98
H 2.87 -1.11 0.26
C 2.92 0.91 -1.53
H -2.55 2.48 2.11
O -1.03 0.29 -6.36
H 3.17 1.88 -1.96
H 1.30 -0.40 0.57
H -2.83 4.19 3.84
C 0.46 -2.79 -5.76
C -2.71 0.70 -8.09
H 0.76 3.48 0.35
O 1.27 -1.07 5.45
H 2.16 1.87 0.26
H -0.88 3.36 8.19
O -0.59 -4.03 -1.33
H 0.95 -2.78 -1.95
C 0.48 1.42 -2.27
C -0.09 -2.72 -1.62
H -0.60 1.14 -8.20
H -1.34 4.48 1.45
C -1.67 2.75 2.71
H 1.94 -2.66 2.73
C 0.10 -4.69 -0.40
C -0.27 -6.51 2.05
H -1.47 2.20 7.00
C -2.15 3.34 4.03
H -2.61 3.16 7.94
H -1.01 5.13 6.68
C 1.57 -1.74 3.18
H 3.75 0.23 -1.77
H -1.01 3.35 -1.15
*
```

No. 2
# C24H48N3O4

A cluster of 2 separate species, C24H48N3O4 in total in a non-equilibrium geometry (ωB97M-V/def2-TZVPD, OMol25).

The calculation puts the energy above the lowest of the compared OMol25 structures with the same formula, charge and spin at 0.00 kcal/mol. The calculation puts the orbital gap at 9.365 eV.

The geometry in ORCA input format:
```
! wB97M-V def2-TZVPD RIJCOSX def2/J DEFGRID3
* xyz 1 1
H 2.70 3.09 1.75
H -3.51 -1.87 -1.58
C 2.57 3.68 2.66
C -2.03 -0.33 2.83
N 0.12 2.15 -0.92
H 0.13 -3.13 2.46
C -2.16 0.64 1.60
H -4.17 1.46 -2.34
C 1.57 0.01 -3.48
H -2.02 2.20 -0.55
H 3.97 -1.56 -2.61
H 0.87 0.11 -4.34
C -0.70 -1.17 2.87
N 1.26 1.05 -2.47
H -0.41 -4.73 0.59
H 3.05 -0.80 -4.53
H 3.57 -0.04 -1.73
H 3.78 -2.29 1.28
H -0.50 -1.40 3.96
H -0.05 0.70 0.96
C -0.86 1.42 1.23
H -2.66 -2.58 -3.80
H -1.89 -2.44 0.26
C 2.25 -3.81 0.72
H -0.29 3.99 3.41
H -2.87 -1.08 2.74
H 2.00 5.72 4.42
H -0.55 2.09 2.07
H -0.20 -1.68 0.16
C -3.50 0.56 -2.23
H -1.64 -3.20 2.59
C 0.67 4.10 3.94
H 1.54 -4.58 -1.20
C 0.06 1.11 -1.80
H 2.33 -2.28 2.34
O 1.56 3.08 3.48
H 3.51 3.68 3.22
C 3.86 -0.45 -2.73
C 2.11 5.10 2.37
N 2.99 -0.03 -3.85
C -4.17 -1.71 -2.47
C 2.66 -2.38 1.27
H -2.92 1.42 1.90
C -1.06 2.39 -0.03
H 1.32 -0.98 -3.00
H 1.78 -4.42 1.52
H 2.23 -1.53 0.69
H 4.89 -0.06 -2.95
O -3.85 -4.09 -2.91
O -2.18 0.93 -2.65
H 3.07 2.34 -2.29
C -1.17 0.16 -1.99
C -0.81 -2.51 0.60
H -2.19 0.20 3.80
C 1.24 -3.75 -0.50
O -4.01 -0.43 -3.11
H 0.60 6.24 3.48
H -0.85 -4.10 -1.02
C -0.81 -2.58 2.16
H -3.55 0.22 -1.17
H 2.93 5.78 2.17
H 1.44 5.11 1.50
H 1.42 -2.80 -1.08
H -0.92 -0.68 -2.69
C -0.27 -3.84 -0.09
H -1.50 -0.30 -1.03
H 3.20 -4.31 0.38
H -2.95 -4.44 -2.87
H -4.42 -2.69 -4.41
H 0.48 3.97 5.01
H 1.62 3.71 -0.38
H -2.64 0.10 0.74
H -0.97 3.47 0.29
C 1.33 2.84 -0.99
C 2.03 2.09 -1.99
C -3.73 -2.80 -3.54
C 1.32 5.44 3.62
H -5.26 -1.85 -2.20
H 0.21 -0.65 2.50
*
```